(1)
ORCA calculation (wB97M-V/def2-TZVPD) on 16 unconnected molecules or ions with the total composition C23H72NO18S in a non-equilibrium geometry.

Last column: Löwdin charge in e.
Positions of all 115 atoms, in Å:
C -2.4475 0.5757 2.5341  0.153
C -2.8440 -0.5454 2.4694  -0.305
S -3.3272 -2.0991 3.0278  1.192
C -5.0995 -2.3058 2.7148  -0.308
C -5.4898 -2.6019 1.2449  -0.286
N -5.8853 -1.3896 0.4962  0.009
C -2.3603 -3.2954 2.0396  -0.185
C -0.9664 -3.3315 2.7183  -0.494
O -0.8423 -3.0885 3.8695  0.165
O 0.1416 -3.6153 1.9587  0.104
C 0.5442 -2.5158 1.1766  -0.444
C 1.7395 -1.6610 1.5496  0.049
O -0.0487 -2.2738 0.1779  0.148
H -2.1343 1.5912 2.6623  0.074
H -5.4523 -3.1417 3.3316  0.107
H -5.6515 -1.3856 3.0158  0.088
H -4.7352 -3.1664 0.6815  0.098
H -6.3943 -3.2305 1.2874  0.119
H -6.8154 -1.5104 0.1181  0.070
H -5.9040 -0.5814 1.1077  0.060
H -2.1853 -2.9380 1.0145  0.104
H -2.8277 -4.2853 2.0081  0.130
H 2.4344 -2.1519 2.2391  0.100
H 1.4306 -0.7023 1.9864  0.103
H 2.2692 -1.4049 0.6253  0.090
C -4.7382 3.3473 4.3486  -0.140
O -4.8843 1.9819 3.9550  -0.153
H -3.7428 3.6829 4.0656  0.074
H -5.4816 3.9672 3.8437  0.082
H -4.8537 3.4428 5.4302  0.081
H -5.7693 1.7013 4.2123  0.053
C 5.0045 -2.5109 -1.2429  -0.121
O 4.8550 -1.2008 -1.7918  -0.147
H 5.6813 -2.4574 -0.3922  0.086
H 4.0301 -2.8798 -0.9115  0.072
H 5.4210 -3.1868 -1.9924  0.086
H 4.2515 -1.2737 -2.5413  0.063
C 5.1702 1.9871 -0.5255  -0.146
O 5.5488 0.9310 0.3499  -0.134
H 5.1563 2.9154 0.0426  0.079
H 5.8893 2.0767 -1.3438  0.084
H 4.1736 1.8002 -0.9341  0.059
H 5.5549 0.1196 -0.1716  0.040
C 2.1121 0.8052 -3.1068  -0.165
O 1.8076 -0.4976 -3.6015  -0.124
H 3.1209 1.0690 -3.4251  0.080
H 1.4111 1.5270 -3.5055  0.052
H 2.0649 0.8043 -2.0153  0.074
H 0.9168 -0.7088 -3.3094  0.062
C -7.8966 -1.0612 5.1427  -0.116
O -7.4372 -0.2779 4.0347  -0.155
H -7.0356 -1.5087 5.6340  0.066
H -8.4237 -0.4252 5.8543  0.095
H -8.5612 -1.8518 4.7909  0.062
H -8.2171 0.1109 3.6147  0.058
C 8.4553 0.7971 2.4842  -0.161
O 8.3089 2.1048 1.9412  -0.132
H 9.1327 0.8427 3.3348  0.079
H 7.4822 0.4247 2.8181  0.072
H 8.8706 0.1299 1.7299  0.051
H 7.7057 2.0301 1.1946  0.046
C -1.5403 2.2943 -3.0534  -0.114
O -0.5335 1.3946 -2.5790  -0.156
H -1.0537 3.2034 -3.3985  0.063
H -2.0873 1.8402 -3.8828  0.083
H -2.2311 2.5416 -2.2442  0.079
H -0.9823 0.5991 -2.2772  0.076
C 0.8256 -2.1199 -6.9119  -0.159
O 1.5475 -3.0938 -6.1564  -0.131
H 0.8322 -2.4133 -7.9581  0.079
H -0.2036 -2.0670 -6.5628  0.052
H 1.3058 -1.1424 -6.8080  0.075
H 1.5282 -2.8120 -5.2379  0.049
C -3.1063 -1.2910 -8.3690  -0.147
O -2.1007 -2.1838 -7.8965  -0.139
H -2.6211 -0.3804 -8.7117  0.080
H -3.6520 -1.7416 -9.2014  0.077
H -3.8035 -1.0448 -7.5634  0.073
H -2.5444 -2.9825 -7.5980  0.078
C 1.3464 5.0350 -3.2911  -0.135
O 0.0137 5.5373 -3.1856  -0.135
H 1.3173 3.9531 -3.1734  0.058
H 1.7606 5.2802 -4.2716  0.086
H 1.9716 5.4676 -2.5070  0.065
H 0.0591 6.4912 -3.2922  0.073
C 2.9987 7.7263 -0.4661  -0.162
O 3.7831 7.3643 -1.5987  -0.134
H 2.0186 8.0432 -0.8155  0.075
H 2.8814 6.8696 0.2033  0.074
H 3.4705 8.5511 0.0731  0.077
H 4.6438 7.0878 -1.2726  0.074
C -5.1390 -2.2269 8.5258  -0.151
O -6.1427 -1.2819 8.1603  -0.136
H -5.5798 -3.2206 8.5016  0.078
H -4.3046 -2.1861 7.8195  0.070
H -4.7754 -2.0211 9.5344  0.080
H -5.7368 -0.4110 8.1882  0.075
C -10.8337 -1.4218 2.9149  -0.124
O -9.9523 -0.4330 2.3727  -0.129
H -11.7679 -0.9360 3.1818  0.089
H -11.0307 -2.1968 2.1716  0.084
H -10.3972 -1.8727 3.8069  0.058
H -9.1323 -0.8777 2.1369  0.055
C 6.0028 -0.7605 -4.9898  -0.149
O 6.7148 -1.7312 -4.2364  -0.128
H 6.0050 -1.0547 -6.0363  0.083
H 4.9672 -0.7009 -4.6391  0.058
H 6.4882 0.2140 -4.8889  0.081
H 6.6958 -1.4442 -3.3158  0.051
C 11.7684 -1.8703 1.1613  -0.150
O 10.7939 -0.8592 0.9199  -0.142
H 11.2801 -2.8395 1.0930  0.077
H 12.5635 -1.8160 0.4138  0.076
H 12.1953 -1.7533 2.1606  0.077
H 11.2409 -0.0102 0.9840  0.078

Atomic forces in eV per Å
0.13 0.98 0.19
-0.56 -2.00 0.29
0.17 0.59 0.57
-0.77 -0.12 -1.59
-1.11 0.37 -0.21
0.49 -0.18 0.40
0.99 0.42 -0.93
-0.02 0.00 0.33
-0.13 0.01 0.67
-0.30 0.28 0.17
0.81 0.96 -0.93
0.46 -0.60 0.56
-0.91 -0.12 -0.41
-0.01 -0.11 -0.27
0.59 0.24 0.22
0.70 -0.42 0.33
-0.01 0.13 0.29
0.51 -0.20 0.19
0.09 0.12 -0.10
-0.03 0.06 -0.18
-0.45 -0.05 0.17
-0.04 0.24 0.25
-0.26 0.09 -0.09
-0.22 -0.36 0.01
-0.20 -0.18 0.13
-0.27 -0.20 0.03
0.11 0.00 -0.03
-0.01 -0.05 -0.01
0.08 0.13 0.05
0.06 0.15 -0.01
0.00 -0.17 -0.06
-0.19 0.02 -0.25
0.14 0.03 0.14
-0.01 0.08 -0.02
0.09 -0.18 0.07
-0.01 -0.10 0.10
-0.03 0.15 0.02
0.03 -0.34 -0.05
0.10 0.10 0.16
0.02 -0.05 0.06
-0.09 0.13 -0.06
0.01 0.14 -0.09
-0.07 0.06 -0.11
0.28 -0.08 -0.09
0.25 -0.23 0.00
0.03 -0.20 -0.01
0.13 0.15 0.04
0.03 0.23 0.00
-0.04 0.07 -0.07
-0.08 0.13 -0.14
0.24 0.02 -0.20
0.01 0.11 0.03
0.01 -0.14 0.11
0.00 -0.05 0.14
-0.04 0.03 0.09
-0.32 0.06 -0.33
0.10 0.19 0.07
0.00 0.12 -0.03
0.08 -0.13 0.09
-0.01 -0.20 0.19
-0.06 -0.06 0.06
-0.05 -0.24 0.04
-0.41 -0.04 0.14
0.03 -0.02 0.07
-0.07 0.13 -0.01
-0.06 0.13 -0.10
-0.03 0.05 0.05
0.23 0.04 0.50
0.01 -0.13 -0.12
0.01 -0.10 0.05
-0.04 0.14 -0.18
-0.10 0.06 -0.12
0.12 0.06 -0.02
-0.02 -0.32 0.11
-0.17 0.16 -0.06
0.06 -0.05 0.02
-0.07 0.15 -0.03
-0.07 0.12 -0.10
0.09 -0.05 -0.03
-0.10 0.37 0.03
-0.03 -0.21 0.04
-0.10 0.02 0.01
0.16 -0.11 0.05
0.17 -0.10 -0.09
-0.06 0.00 -0.01
0.33 -0.11 -0.03
-0.17 -0.02 0.00
0.04 -0.01 -0.06
-0.11 0.09 0.09
-0.14 0.02 0.09
0.04 0.02 -0.10
0.00 0.31 0.00
0.02 -0.13 -0.15
-0.07 0.05 0.00
0.08 -0.12 0.08
0.09 -0.15 -0.01
-0.09 0.04 0.05
0.18 -0.05 -0.16
0.14 0.09 0.20
0.06 0.08 -0.04
-0.11 -0.03 0.07
-0.16 -0.08 0.04
-0.10 -0.08 -0.18
0.11 0.00 0.39
0.03 -0.12 0.00
0.03 -0.09 0.05
-0.07 0.16 -0.20
-0.16 0.10 -0.14
-0.02 -0.02 -0.09
0.03 0.33 -0.02
0.07 -0.18 -0.04
-0.06 0.05 -0.02
0.06 -0.15 0.06
0.08 -0.14 -0.02
-0.09 0.04 -0.02

Output
* energy relative to the best compared isomer or geometry (same formula, charge and spin): 0.0 kcal per mole
* DFT total energy: -2726.1310 Ha
* HOMO level: -0.39805 hartree
* HOMO-LUMO gap: 7.646 eV
* net charge: +1



(2)
ORCA calculation (wB97M-V/def2-TZVPD) on 14 unconnected molecules or ions with the total composition C39H105N2O14S13.

Last column: Löwdin charge in e.
Positions of all 173 atoms, in Å:
C -3.5009 0.6011 3.2927  -0.053
C -3.8233 -0.2788 2.0664  -0.434
C -2.9884 0.2799 0.8581  -0.123
C -3.7113 0.9173 -0.3383  -0.178
C -3.7848 2.4516 -0.3400  -0.286
N -4.7915 3.0775 0.5019  0.018
C -5.3606 -0.2438 1.9135  -0.067
C -6.1476 -1.4555 1.3480  -0.436
C -7.4760 -1.5064 2.1207  -0.034
C -6.4754 -1.3449 -0.1582  -0.013
N -5.4580 -2.7394 1.6225  -0.139
O -6.0797 -3.7648 1.1936  -0.018
C -3.9814 -2.8554 1.6029  -0.468
C -3.6149 -4.1604 2.3166  -0.032
C -3.4732 -2.9072 0.1526  -0.020
C -3.3709 -1.7050 2.4109  -0.089
H -3.9452 1.5983 3.1899  0.077
H -3.8943 0.1476 4.2080  0.080
H -2.4196 0.7168 3.4152  0.088
H -2.2963 1.0316 1.2612  0.106
H -2.3464 -0.5183 0.4771  0.094
H -4.7247 0.5331 -0.4492  0.071
H -3.1762 0.6279 -1.2523  0.112
H -2.7963 2.8543 -0.0782  0.104
H -3.9714 2.7581 -1.3748  0.060
H -5.7176 2.8134 0.1915  0.026
H -4.6748 2.8455 1.4764  0.044
H -5.6699 0.6316 1.3353  0.104
H -5.7509 -0.0755 2.9242  0.113
H -8.1264 -2.2810 1.7093  0.077
H -7.2937 -1.7448 3.1717  0.087
H -7.9833 -0.5424 2.0385  0.094
H -7.4723 -1.7570 -0.3389  0.061
H -5.7861 -1.9099 -0.7832  0.077
H -6.5128 -0.3001 -0.4720  0.044
H -3.6631 -5.0176 1.6404  0.081
H -4.2837 -4.3267 3.1596  0.070
H -2.5911 -4.0862 2.6941  0.091
H -2.3923 -3.0700 0.1610  0.094
H -3.6826 -1.9945 -0.4073  0.064
H -3.9651 -3.7359 -0.3657  0.088
H -2.2841 -1.7673 2.2766  0.133
H -3.5708 -1.9058 3.4709  0.119
C -1.3976 5.1957 -2.6423  -0.248
S -2.8007 4.3523 -3.3760  0.803
O -2.3615 2.9789 -3.7469  -0.556
C -2.8105 5.2960 -4.9044  -0.249
H -1.1895 4.7107 -1.6905  0.050
H -0.5370 5.1097 -3.3056  0.056
H -1.6592 6.2398 -2.4746  0.057
H -1.8464 5.1866 -5.4011  0.065
H -3.0213 6.3420 -4.6821  0.056
H -3.5996 4.8874 -5.5325  0.041
C -6.6287 3.3797 -3.1355  -0.269
S -7.9153 2.5938 -2.1593  0.849
O -7.2404 1.7904 -1.0950  -0.563
C -8.3285 1.4371 -3.4568  -0.270
H -6.1013 4.0919 -2.5014  0.042
H -5.9383 2.6258 -3.5135  0.045
H -7.1092 3.9021 -3.9626  0.059
H -7.4357 0.8623 -3.6920  0.040
H -8.6527 1.9845 -4.3406  0.059
H -9.1260 0.7787 -3.1165  0.038
C 2.9349 1.2007 -5.5265  -0.285
S 1.1616 1.1851 -5.7643  0.790
O 0.8535 2.1472 -6.8629  -0.574
C 0.7411 2.0131 -4.2333  -0.271
H 3.3919 0.7631 -6.4119  0.050
H 3.2759 2.2277 -5.4010  0.060
H 3.1998 0.6129 -4.6493  0.028
H 1.2351 2.9859 -4.2154  0.056
H 1.0632 1.4060 -3.3868  0.060
H -0.3396 2.1426 -4.2117  0.009
C 7.1089 -1.0129 -3.7079  -0.283
S 6.5448 0.4468 -2.8375  0.832
O 5.2142 0.7980 -3.4248  -0.578
C 7.7379 1.5664 -3.5635  -0.264
H 6.4518 -1.8322 -3.4208  0.054
H 7.0274 -0.8231 -4.7797  0.051
H 8.1322 -1.2301 -3.4013  0.022
H 7.6369 1.5461 -4.6489  0.062
H 8.7446 1.2726 -3.2644  0.029
H 7.5135 2.5657 -3.1947  0.039
C -4.4073 -3.6195 8.2177  -0.277
S -4.0497 -4.6290 6.7835  0.808
O -3.6522 -3.6915 5.6988  -0.561
C -5.7487 -5.1008 6.4364  -0.271
H -3.4793 -3.1754 8.5689  0.029
H -5.0975 -2.8268 7.9296  0.051
H -4.8388 -4.2399 9.0039  0.057
H -6.3432 -4.2003 6.2832  0.056
H -6.1389 -5.6893 7.2668  0.051
H -5.7437 -5.7004 5.5284  0.047
C 10.4858 -3.0036 -0.2423  -0.271
S 10.7052 -1.3705 -0.9428  0.824
O 9.4165 -1.0330 -1.6222  -0.575
C 11.8486 -1.8619 -2.2270  -0.256
H 9.7586 -2.9172 0.5633  0.050
H 10.1117 -3.6719 -1.0185  0.061
H 11.4388 -3.3460 0.1611  0.019
H 11.3888 -2.6212 -2.8581  0.018
H 12.7615 -2.2343 -1.7606  0.059
H 12.0689 -0.9772 -2.8222  0.053
C 8.4890 -3.9259 -5.8535  -0.260
S 10.2691 -3.9038 -6.0828  0.823
O 10.8404 -3.2802 -4.8584  -0.559
C 10.2891 -2.6296 -7.3467  -0.266
H 8.2734 -4.6310 -5.0535  0.053
H 8.1539 -2.9288 -5.5704  0.033
H 8.0082 -4.2542 -6.7749  0.056
H 9.8213 -1.7283 -6.9517  0.059
H 9.7640 -2.9885 -8.2318  0.054
H 11.3306 -2.4319 -7.5906  0.050
C -4.7348 0.7406 8.3362  -0.264
S -3.0921 0.2861 8.8993  0.818
O -3.2336 -1.0098 9.6226  -0.564
C -2.9594 1.5608 10.1500  -0.277
H -5.0244 0.0255 7.5687  0.042
H -5.4278 0.6940 9.1762  0.058
H -4.7009 1.7435 7.9108  0.056
H -3.7719 1.4438 10.8677  0.060
H -2.9831 2.5388 9.6693  0.016
H -2.0022 1.4250 10.6499  0.051
C -5.1514 0.4195 -8.1213  -0.271
S -5.1794 0.4053 -6.3273  0.824
O -6.4592 1.0587 -5.9228  -0.568
C -3.8787 1.6182 -6.0867  -0.267
H -5.9365 -0.2511 -8.4637  0.048
H -5.3438 1.4322 -8.4746  0.057
H -4.1822 0.0627 -8.4690  0.055
H -4.1621 2.5455 -6.5854  0.056
H -2.9420 1.2315 -6.4881  0.063
H -3.7671 1.7822 -5.0153  0.016
C 12.6868 3.9286 -1.9362  -0.271
S 11.1178 3.0539 -1.9648  0.798
O 11.0240 2.3980 -3.2953  -0.552
C 10.0897 4.5261 -2.0351  -0.263
H 13.4748 3.1786 -1.9373  0.050
H 12.7651 4.5547 -2.8246  0.058
H 12.7500 4.5288 -1.0287  0.053
H 10.3574 5.1110 -2.9147  0.061
H 10.2283 5.1064 -1.1231  0.054
H 9.0554 4.1974 -2.1060  0.035
C 0.5091 5.1410 9.9885  -0.267
S -1.2757 4.9896 10.0985  0.798
O -1.7264 4.3401 8.8381  -0.555
C -1.6362 6.7391 9.9235  -0.269
H 0.9229 4.1359 10.0295  0.051
H 0.7695 5.6134 9.0418  0.060
H 0.8752 5.7262 10.8318  0.054
H -1.2217 7.0957 8.9812  0.059
H -1.2134 7.2833 10.7679  0.054
H -2.7184 6.8481 9.9197  0.051
C 13.2301 -3.7192 4.4707  -0.271
S 13.1734 -4.4257 2.8215  0.812
O 13.0527 -3.2807 1.8793  -0.562
C 11.5309 -5.1376 2.9713  -0.272
H 14.1706 -3.1799 4.5590  0.050
H 12.3930 -3.0329 4.5948  0.059
H 13.1927 -4.5198 5.2092  0.054
H 10.8176 -4.3481 3.2069  0.059
H 11.5364 -5.9026 3.7475  0.053
H 11.2835 -5.5898 2.0129  0.049
C -10.3198 -4.9366 -2.9911  -0.274
S -10.9389 -3.4085 -2.2765  0.801
O -11.9980 -2.9083 -3.1907  -0.557
C -9.4671 -2.4381 -2.6111  -0.274
H -11.1193 -5.6714 -2.9261  0.047
H -10.0568 -4.7621 -4.0341  0.056
H -9.4556 -5.2782 -2.4214  0.054
H -9.2693 -2.4405 -3.6832  0.062
H -8.6234 -2.8529 -2.0595  0.044
H -9.6593 -1.4222 -2.2715  0.037

Atomic forces in eV per Å
0.04 -0.05 -0.02
0.08 0.12 -0.03
-0.16 0.03 0.01
0.14 0.05 -0.16
0.11 -0.22 -0.16
0.17 0.33 -0.20
-0.06 -0.05 0.10
-0.09 0.20 0.23
-0.04 -0.21 -0.12
-0.24 0.02 0.02
0.16 0.14 -0.60
-0.20 -0.26 0.16
0.21 0.11 0.17
0.12 -0.13 -0.19
-0.21 0.01 0.01
0.01 -0.01 0.05
0.10 -0.06 -0.02
-0.02 0.08 -0.08
-0.09 -0.01 0.01
-0.03 -0.11 -0.05
-0.09 0.06 0.09
0.08 -0.02 -0.08
-0.04 0.03 0.07
-0.09 -0.01 0.01
-0.07 0.07 0.13
-0.13 -0.18 0.10
-0.05 -0.10 0.08
0.03 -0.05 0.13
0.04 -0.08 -0.07
0.08 0.06 0.03
0.00 0.15 -0.03
0.03 -0.02 0.03
0.14 -0.05 0.03
0.08 0.15 0.01
0.00 -0.16 -0.02
-0.13 0.09 0.08
0.12 0.01 0.03
-0.10 -0.01 0.01
-0.06 -0.03 -0.05
0.07 -0.01 0.08
0.12 0.04 0.07
-0.07 -0.01 0.16
-0.03 -0.03 -0.10
0.09 -0.10 0.03
-0.18 0.24 -0.05
0.07 -0.06 0.13
0.01 0.03 -0.03
-0.01 0.00 0.00
0.00 -0.01 0.00
-0.01 0.00 0.01
0.00 -0.03 0.01
-0.01 0.00 -0.01
-0.01 0.00 0.01
0.16 0.25 0.14
0.08 -0.11 -0.22
0.10 0.12 0.12
-0.24 -0.22 -0.01
-0.03 -0.01 0.03
-0.04 -0.05 0.02
0.03 0.01 -0.03
-0.01 -0.01 -0.05
0.00 -0.02 -0.02
-0.02 0.09 0.08
0.02 -0.02 0.00
0.00 -0.03 -0.01
-0.03 0.04 -0.03
-0.02 0.02 0.08
-0.02 0.00 -0.02
-0.02 0.01 -0.01
0.04 0.02 0.01
0.03 -0.01 -0.03
0.01 -0.02 -0.02
0.01 0.01 0.01
0.05 -0.07 -0.04
-0.02 -0.05 0.07
-0.02 0.04 -0.04
0.11 0.01 -0.01
-0.01 0.01 -0.01
-0.03 0.02 0.01
-0.01 -0.01 0.02
-0.03 0.00 0.00
-0.01 0.00 0.01
-0.03 -0.01 0.01
-0.03 -0.04 0.08
-0.02 0.01 0.02
0.04 0.09 -0.10
-0.04 -0.04 0.01
0.00 0.03 -0.01
0.00 0.00 -0.02
0.00 -0.01 0.00
0.02 0.01 0.00
-0.01 -0.01 -0.01
0.01 0.01 -0.01
0.01 -0.11 0.05
-0.03 0.06 0.00
-0.04 0.06 -0.02
0.09 -0.01 -0.02
-0.01 0.02 -0.01
-0.01 0.04 -0.03
0.00 0.03 0.03
0.00 0.05 0.01
0.00 0.02 0.02
-0.02 0.02 0.01
-0.05 -0.01 -0.03
0.00 0.02 0.00
0.01 -0.07 -0.01
-0.02 0.01 -0.06
0.01 0.00 0.00
0.02 0.00 0.01
-0.01 -0.01 0.01
0.00 -0.01 0.02
0.01 0.01 -0.01
0.01 -0.01 0.01
-0.03 0.03 -0.04
0.08 -0.02 -0.02
-0.03 -0.01 0.03
-0.05 0.08 0.07
0.01 0.00 -0.01
0.01 -0.01 0.01
0.00 0.00 -0.01
0.00 -0.04 -0.02
0.05 -0.01 -0.02
0.01 -0.02 -0.01
0.00 -0.02 -0.05
0.14 0.01 -0.03
-0.01 0.08 0.04
-0.11 -0.14 0.06
-0.01 0.00 0.00
0.00 0.01 0.02
0.00 0.00 0.00
-0.02 -0.01 -0.02
0.03 0.02 0.00
0.03 -0.01 -0.10
0.04 0.02 0.02
0.01 -0.04 0.08
0.00 0.00 -0.06
-0.03 0.04 -0.01
0.00 -0.01 0.00
-0.01 -0.02 -0.01
0.01 -0.01 0.00
0.00 -0.02 -0.01
-0.01 0.00 0.00
0.00 -0.01 0.00
0.05 0.02 0.00
-0.01 0.02 0.02
-0.04 -0.02 -0.04
0.01 0.05 0.03
-0.01 -0.01 0.00
-0.01 -0.01 -0.01
0.01 -0.01 0.00
0.00 -0.02 -0.01
-0.01 0.01 0.00
0.00 -0.01 0.00
0.00 -0.01 0.05
0.02 -0.02 0.02
0.00 0.02 -0.06
-0.03 -0.03 0.02
0.00 0.00 -0.01
0.00 0.00 -0.02
0.01 0.01 0.01
0.01 0.01 -0.01
-0.01 -0.01 -0.01
0.01 0.00 -0.01
0.04 -0.05 0.00
0.00 0.01 0.04
-0.04 0.01 -0.04
0.11 0.03 -0.01
-0.01 0.01 0.00
-0.01 0.02 0.00
0.00 -0.01 0.00
-0.03 -0.01 -0.01
0.00 0.01 0.01
-0.02 -0.03 0.03

Output
* <S²>: 0.754
* multiplicity: 2
* DFT total energy: -7887.8058 Ha
* HOMO level (spin up / spin down): -0.26848 / -0.30415 hartree
* HOMO-LUMO gap (spin up / spin down): 7.797 / 8.768 eV